144
Properties=species:S:1:pos:R:3:lowdin_charge:R:1 method="wB97M-V/def2-TZVPD" homo_ha=-0.38778 orbital_gap_ev=6.075 charge=+1
C -0.1886 -2.1999 -1.9413 -0.041
C -1.4337 -1.3360 -2.1714 -0.366
C -1.7112 -0.4845 -0.9347 -0.059
C -1.3870 -0.5582 -3.4762 -0.065
N -0.3624 0.5106 -3.4807 0.000
C -0.4983 1.6094 -2.7426 -0.073
C 0.4553 2.6185 -2.7375 -0.618
Br 0.0997 4.0307 -1.5618 0.834
C 1.6040 2.5092 -3.5304 -0.334
P 2.9564 3.8060 -3.6069 0.455
O 3.3163 3.8238 -2.0241 -0.422
I 1.8839 5.9456 -4.0443 0.507
C 1.7178 1.3356 -4.3155 -0.192
C 2.8997 1.1034 -5.2239 -0.152
C 3.8924 0.1712 -4.5633 -0.801
O 4.1134 -0.9083 -4.9530 0.089
Br 4.7083 0.8057 -2.9411 0.830
C 0.7189 0.3781 -4.2632 0.048
H -0.1819 -2.5002 -0.8980 0.084
H -0.2647 -3.1262 -2.5028 0.086
H 0.7482 -1.6871 -2.1499 0.070
H -2.2760 -2.0189 -2.2676 0.147
H -1.9267 -1.0953 -0.0683 0.068
H -0.8025 0.0751 -0.6910 0.061
H -2.5034 0.2464 -1.0852 0.083
H -2.3504 -0.1098 -3.7040 0.145
H -1.1529 -1.2376 -4.2872 0.134
H -1.3815 1.6995 -2.1372 0.119
H 4.2559 4.0277 -1.9297 0.061
H 3.3883 2.0297 -5.5013 0.090
H 2.6017 0.6225 -6.1497 0.137
H 0.8177 -0.5123 -4.8615 0.159
C -2.7838 0.4339 1.8965 -0.095
O -3.2862 -0.8364 1.5169 -0.246
C -2.6787 -1.9077 2.2353 -0.185
C -3.5740 -2.4259 3.3354 -0.197
O -3.7433 -1.4575 4.3613 -0.180
C -4.9906 -0.7903 4.3043 -0.104
H -3.4201 1.1939 1.4423 0.094
H -2.7986 0.5670 2.9804 0.094
H -1.7592 0.5588 1.5262 0.066
H -1.7129 -1.5967 2.6442 0.133
H -2.4985 -2.7166 1.5181 0.122
H -3.1034 -3.3021 3.7858 0.122
H -4.5406 -2.7374 2.9293 0.123
H -5.8019 -1.4643 4.5992 0.091
H -5.1929 -0.3958 3.3047 0.077
H -4.9539 0.0391 5.0086 0.091
C -4.3066 -5.8924 1.6994 -0.110
O -3.9139 -5.6641 3.0397 -0.215
C -4.7295 -6.3507 3.9820 -0.197
C -4.0462 -7.5884 4.5159 -0.203
O -3.8902 -8.5739 3.5076 -0.187
C -2.5740 -8.6465 2.9910 -0.110
H -3.5290 -5.4846 1.0535 0.084
H -4.4174 -6.9581 1.4872 0.087
H -5.2498 -5.3783 1.4808 0.086
H -5.6951 -6.6100 3.5391 0.128
H -4.9125 -5.6621 4.8132 0.127
H -4.6721 -8.0226 5.3013 0.128
H -3.0799 -7.3284 4.9580 0.127
H -1.8931 -9.0805 3.7305 0.090
H -2.2036 -7.6627 2.6904 0.081
H -2.5989 -9.2954 2.1173 0.090
C -2.3780 8.6338 -9.2479 -0.105
O -1.8745 7.3358 -8.9766 -0.190
C -0.4616 7.2911 -8.8720 -0.207
C -0.0145 7.2185 -7.4296 -0.233
O -0.3061 8.4138 -6.7240 -0.197
C -1.4428 8.3084 -5.8865 -0.109
H -3.4593 8.5982 -9.1300 0.090
H -1.9710 9.3763 -8.5575 0.085
H -2.1469 8.9280 -10.2765 0.091
H -0.0059 8.1525 -9.3681 0.129
H -0.1273 6.3861 -9.3900 0.125
H 1.0730 7.0873 -7.4056 0.111
H -0.4709 6.3562 -6.9319 0.115
H -1.2266 7.6711 -5.0201 0.072
H -2.3043 7.9069 -6.4254 0.086
H -1.6848 9.3084 -5.5317 0.093
C 0.6648 1.4094 3.1004 -0.097
O 0.8787 0.5887 1.9628 -0.198
C 1.4537 1.2926 0.8772 -0.213
C 2.9289 1.0029 0.7151 -0.202
O 3.6963 1.5297 1.7772 -0.173
C 4.1091 0.5479 2.7178 -0.081
H 0.3890 0.7651 3.9331 0.095
H 1.5625 1.9687 3.3725 0.088
H -0.1577 2.1082 2.9098 0.087
H 1.2839 2.3698 0.9759 0.113
H 0.9363 0.9477 -0.0306 0.096
H 3.2605 1.4943 -0.2063 0.089
H 3.0979 -0.0742 0.6072 0.120
H 4.8792 -0.0947 2.2783 0.088
H 3.2684 -0.0645 3.0557 0.088
H 4.5328 1.0642 3.5771 0.074
C 4.5161 -2.5992 -1.0391 -0.122
O 4.9875 -2.3468 0.2696 -0.197
C 4.2268 -3.0127 1.2712 -0.204
C 4.9327 -4.2483 1.7797 -0.201
O 5.0186 -5.2481 0.7776 -0.188
C 6.3015 -5.3385 0.1818 -0.106
H 5.2501 -2.2119 -1.7439 0.074
H 4.3840 -3.6683 -1.2213 0.089
H 3.5624 -2.0791 -1.2043 0.069
H 3.2338 -3.2734 0.8916 0.127
H 4.0981 -2.3115 2.1011 0.108
H 4.3529 -4.6666 2.6083 0.128
H 5.9259 -3.9898 2.1580 0.130
H 7.0224 -5.7686 0.8842 0.091
H 6.6602 -4.3622 -0.1539 0.083
H 6.2182 -5.9984 -0.6799 0.090
C -5.6286 0.8831 -1.5339 -0.111
O -5.2586 -0.4564 -1.2607 -0.206
C -5.9964 -1.0249 -0.1820 -0.198
C -7.0878 -1.9468 -0.6745 -0.202
O -8.1019 -1.2342 -1.3630 -0.185
C -8.0228 -1.3566 -2.7712 -0.109
H -5.1550 1.1739 -2.4726 0.082
H -6.7098 0.9895 -1.6408 0.089
H -5.2751 1.5509 -0.7397 0.084
H -6.4186 -0.2396 0.4504 0.131
H -5.2895 -1.6017 0.4230 0.109
H -7.5565 -2.4254 0.1907 0.128
H -6.6662 -2.7328 -1.3086 0.126
H -8.3097 -2.3648 -3.0872 0.090
H -7.0178 -1.1329 -3.1400 0.080
H -8.7227 -0.6438 -3.2033 0.091
C 5.6654 3.2521 5.0866 -0.114
O 5.9633 1.9393 5.5310 -0.208
C 7.3413 1.7631 5.8349 -0.201
C 7.5938 1.7937 7.3250 -0.206
O 7.3487 3.0798 7.8698 -0.188
C 6.1131 3.1742 8.5553 -0.110
H 4.5816 3.3571 5.0498 0.087
H 6.0694 4.0075 5.7639 0.086
H 6.0668 3.4111 4.0795 0.090
H 7.9475 2.5210 5.3308 0.127
H 7.6351 0.7823 5.4476 0.126
H 8.6472 1.5590 7.5066 0.127
H 6.9864 1.0360 7.8287 0.127
H 6.1520 2.6179 9.4976 0.090
H 5.2849 2.8009 7.9475 0.082
H 5.9401 4.2255 8.7781 0.089

***

141
Properties=species:S:1:pos:R:3:lowdin_charge:R:1 method="wB97M-V/def2-TZVPD" homo_ha=-0.19437 orbital_gap_ev=7.171 charge=-1
C 5.8877 -0.8789 2.9913 0.080
C 5.1006 -0.4265 2.0273 -0.083
C 4.2150 0.3863 0.9227 -0.494
P 2.7818 1.0259 1.9966 0.442
S 1.6694 -0.3976 2.7696 0.116
O 3.5729 -0.7488 0.2350 -0.398
P 3.5729 -0.5339 -1.5251 0.567
C 3.0600 -2.3154 -1.9835 -0.324
C 2.9691 -3.3536 -0.7469 -0.226
C 1.5040 -3.3004 -0.0011 -0.178
C 1.0927 -4.7943 0.4608 -0.211
N -0.3981 -5.0394 0.4968 0.008
C -0.9360 -5.0270 1.8673 -0.390
C -2.2571 -4.0888 2.1287 -0.023
O -0.4454 -5.6707 2.8667 -0.045
C 1.7633 -0.0071 -1.2580 -0.257
C 1.4276 1.5595 -1.4216 -0.215
C -0.0557 1.7793 -0.7318 -0.185
C -1.1539 2.3847 -1.7448 -0.179
N -2.0653 3.4249 -1.1569 -0.147
C -2.5988 3.0438 0.1903 -0.135
C -3.2573 3.6057 -2.0238 -0.376
C -4.7169 2.9691 -1.7881 -0.038
O -3.0943 4.3089 -3.0950 -0.020
C 3.6187 -0.2710 -3.4565 -0.314
C 5.1127 -0.1591 -4.0466 -0.689
C 5.8767 -1.5655 -4.2501 -0.177
Cl 4.9740 0.5985 -5.7578 0.436
O 4.3222 1.0362 -1.4101 -0.359
C 4.9764 1.3734 -0.1202 -0.330
C 6.4966 0.8535 -0.4540 -0.058
C 7.6264 1.0098 0.4093 -0.017
C 4.7105 2.9746 -0.0675 -0.118
C 6.0364 3.8906 -0.0900 -0.200
C 6.7673 4.1207 1.3289 -0.234
C 6.0990 3.3936 2.6010 -0.257
C 4.9564 4.4150 3.1850 -0.139
H 6.4729 -1.0717 3.9695 0.052
H 3.3084 1.7890 3.1217 -0.018
H 1.9121 1.9207 1.2918 -0.032
H 4.9320 -1.0596 -1.6926 0.038
H 3.8630 -2.7532 -2.7114 0.073
H 2.0556 -2.4010 -2.5620 0.079
H 3.8490 -3.3124 -0.0076 0.110
H 3.0083 -4.4233 -1.2216 0.093
H 0.7549 -3.0097 -0.8517 0.103
H 1.4603 -2.5139 0.8381 0.059
H 1.5287 -5.6306 -0.2281 0.115
H 1.6018 -4.9740 1.4953 0.133
H -0.9107 -4.4076 -0.1387 0.105
H -3.1576 -4.6387 1.6707 0.081
H -2.3193 -3.9783 3.2775 0.072
H -2.0177 -3.0812 1.5936 0.088
H 1.4541 -0.3265 -0.1778 0.050
H 1.0129 -0.5773 -1.9517 0.104
H 2.1213 2.2817 -0.8606 0.066
H 1.4230 1.9136 -2.5335 0.109
H 0.0914 2.4691 0.1980 0.088
H -0.4376 0.7692 -0.2890 0.114
H -1.8413 1.4947 -2.0719 0.130
H -0.7212 2.8145 -2.7255 0.129
H -3.4839 3.7151 0.5479 0.096
H -2.9021 1.9255 0.2850 0.106
H -1.7719 3.2064 0.9989 0.093
H -5.1736 3.2100 -0.7415 0.080
H -4.7066 1.8350 -1.9738 0.091
H -5.4526 3.4562 -2.5482 0.086
H 3.0741 -1.1060 -4.0319 0.081
H 3.0351 0.7276 -3.6259 0.076
H 5.8184 0.5338 -3.4646 0.081
H 6.3548 -1.9509 -3.2564 0.079
H 5.0839 -2.3708 -4.5276 0.074
H 6.6619 -1.5296 -5.0875 0.059
H 6.6839 0.2818 -1.4508 0.104
H 8.6895 0.7912 -0.0078 0.067
H 7.5679 1.3326 1.5252 0.060
H 4.1064 3.2719 -1.0217 0.128
H 4.0148 3.2992 0.8145 0.090
H 6.8339 3.5508 -0.8708 0.115
H 5.6974 4.9449 -0.4657 0.109
H 7.8674 3.7717 1.2406 0.094
H 6.8191 5.2714 1.5221 0.109
H 5.7073 2.3300 2.4162 0.069
H 6.9236 3.3144 3.4187 0.109
H 4.4153 4.8606 2.2568 0.072
H 5.4727 5.3218 3.7033 0.079
H 4.2393 3.8553 3.8895 0.057
O 0.1562 -5.5638 8.6298 -0.289
Si -0.2274 -5.7831 7.0134 0.381
C -1.7507 -4.7767 6.5675 -0.156
C -0.5900 -7.5967 6.6741 -0.162
C 1.1694 -5.2504 5.8830 -0.154
Si -0.5659 -5.8071 10.1187 0.371
C 0.5563 -5.2991 11.5332 -0.171
C -0.9916 -7.6252 10.3414 -0.168
C -2.1479 -4.7982 10.2410 -0.168
H -2.6316 -5.1485 7.0978 0.019
H -1.9494 -4.8397 5.4932 0.014
H -1.6069 -3.7254 6.8306 0.037
H 0.2445 -8.2218 7.0049 0.032
H -0.7454 -7.7646 5.6054 0.034
H -1.4910 -7.9177 7.2038 0.017
H 2.0743 -5.8309 6.0780 0.031
H 1.3987 -4.1905 6.0165 0.035
H 0.8844 -5.4066 4.8373 0.011
H 1.4821 -5.8785 11.5272 0.029
H 0.0542 -5.4703 12.4914 0.031
H 0.8088 -4.2372 11.4704 0.030
H -1.7541 -7.9341 9.6226 0.020
H -1.3764 -7.8096 11.3484 0.029
H -0.1045 -8.2466 10.1906 0.034
H -2.8901 -5.1565 9.5225 0.021
H -1.9481 -3.7449 10.0362 0.034
H -2.5794 -4.8788 11.2437 0.030
O -6.7883 4.4526 -8.3928 -0.290
Si -8.3548 4.9845 -8.6400 0.371
C -8.5842 6.6930 -7.8910 -0.168
C -9.5747 3.8074 -7.8263 -0.168
C -8.7798 5.0900 -10.4638 -0.171
Si -5.7763 4.1319 -7.0965 0.377
C -4.0898 3.5332 -7.6556 -0.163
C -6.5298 2.8012 -6.0022 -0.162
C -5.5296 5.6875 -6.0707 -0.157
H -8.4896 6.6560 -6.8028 0.021
H -9.5764 7.0871 -8.1322 0.031
H -7.8341 7.3865 -8.2799 0.035
H -9.4096 2.7841 -8.1756 0.035
H -10.6028 4.0922 -8.0648 0.030
H -9.4611 3.8220 -6.7394 0.021
H -8.6953 4.1118 -10.9428 0.030
H -8.1188 5.7900 -10.9799 0.030
H -9.8096 5.4412 -10.5886 0.032
H -4.1725 2.6101 -8.2338 0.029
H -3.4548 3.3339 -6.7859 0.038
H -3.5911 4.2868 -8.2711 0.031
H -7.4516 3.1592 -5.5375 0.019
H -5.8340 2.5177 -5.2077 0.025
H -6.7648 1.9098 -6.5909 0.034
H -6.4702 5.9959 -5.6053 0.020
H -5.1679 6.5062 -6.6956 0.034
H -4.7986 5.5117 -5.2750 0.028

***

161
Properties=species:S:1:pos:R:3:lowdin_charge:R:1 method="wB97M-V/def2-TZVPD" homo_ha=-0.37029 orbital_gap_ev=7.792 charge=+1
Hg -16.5452 -27.9081 -11.7840 1.292
N -14.2256 -29.2354 -10.2600 -0.564
O -15.3303 -29.3945 -9.6926 -0.050
O -14.2719 -28.4556 -11.1924 -0.076
O -13.1599 -29.8113 -9.9665 -0.011
C -11.5714 -32.3249 -8.0056 0.025
C -12.9019 -32.9825 -7.5051 -0.551
O -12.9403 -33.9572 -6.7786 0.048
N -13.9955 -32.2612 -7.8516 -0.004
C -15.3304 -32.6315 -7.4145 -0.068
H -10.8406 -32.4583 -7.2079 0.092
H -11.5602 -31.2350 -8.0028 0.058
H -11.2254 -32.6307 -8.9930 0.060
H -13.8630 -31.5543 -8.5606 0.098
H -16.2092 -32.2797 -7.9549 0.069
H -15.5621 -31.9789 -6.5727 0.059
H -15.4782 -33.6534 -7.0651 0.095
C -13.0389 -28.0189 -14.0207 0.022
C -14.3575 -27.4254 -14.4653 -0.579
O -15.3332 -27.6611 -13.8013 -0.034
N -14.3549 -26.6939 -15.5474 0.058
C -13.1441 -26.1145 -16.2197 -0.012
H -12.5765 -27.3662 -13.2802 0.069
H -12.2638 -28.1480 -14.7761 0.092
H -13.3812 -28.9539 -13.5772 0.081
H -15.2656 -26.5099 -15.9434 0.114
H -13.4861 -25.4264 -16.9928 0.089
H -12.7604 -27.0103 -16.7079 0.090
H -12.4128 -25.5762 -15.6167 0.081
C -10.3346 -29.5157 -12.3608 -0.032
C -10.8787 -30.6902 -12.9371 -0.669
O -10.1575 -31.1905 -13.7980 0.036
N -11.9095 -31.2147 -12.3639 0.049
C -12.5839 -32.3965 -12.8388 -0.051
H -10.9411 -29.2288 -11.5017 0.079
H -10.3996 -28.6699 -13.0453 0.086
H -9.3334 -29.7194 -11.9810 0.102
H -12.4562 -30.6529 -11.7271 0.091
H -12.9258 -32.3003 -13.8693 0.076
H -13.4673 -32.6917 -12.2725 0.061
H -11.9037 -33.2417 -12.9445 0.088
C -16.6542 -32.3286 -12.0812 0.017
C -16.4031 -31.1950 -13.0654 -0.451
O -16.4260 -30.0136 -12.6151 -0.077
N -16.1072 -31.5635 -14.3184 0.039
C -15.9019 -30.6965 -15.4580 -0.048
H -17.3644 -33.0984 -12.3830 0.090
H -16.9633 -31.8785 -11.1378 0.074
H -15.7543 -32.9045 -11.8652 0.068
H -15.8029 -32.4870 -14.5917 0.153
H -16.4743 -31.0499 -16.3156 0.091
H -14.8473 -30.6879 -15.7336 0.091
H -16.1435 -29.6636 -15.2074 0.068
C -16.9871 -24.1966 -13.5045 0.014
C -17.3851 -25.5428 -13.9154 -0.544
O -17.5767 -26.3987 -13.0772 -0.050
N -17.6167 -25.6201 -15.2604 0.041
C -18.0589 -26.7877 -16.0542 -0.041
H -15.9051 -24.2155 -13.3746 0.101
H -17.3235 -24.1576 -12.4684 0.074
H -17.3308 -23.4090 -14.1751 0.100
H -17.4691 -24.6940 -15.6355 0.128
H -18.9315 -26.4706 -16.6254 0.088
H -18.3588 -27.6114 -15.4064 0.075
H -17.3010 -27.2229 -16.7056 0.075
C -14.3557 -35.2056 -9.8540 0.014
C -13.9028 -36.0093 -11.1478 -0.604
O -13.1741 -35.4670 -11.8879 0.062
N -14.3002 -37.2391 -11.3596 0.024
C -14.8710 -38.1549 -10.3482 -0.058
H -14.0319 -34.1874 -10.0694 0.055
H -13.7598 -35.4427 -8.9726 0.075
H -15.3972 -35.3884 -9.5897 0.069
H -13.8993 -37.7199 -12.1522 0.146
H -15.4832 -38.9738 -10.7260 0.081
H -15.5329 -37.7547 -9.5801 0.076
H -13.9736 -38.4991 -9.8341 0.089
C -14.3587 -25.3091 -9.3242 0.031
C -15.4632 -24.7030 -10.1935 -0.453
O -16.3181 -25.4619 -10.7113 -0.062
N -15.7445 -23.3874 -10.2570 0.047
C -14.8965 -22.3366 -9.6981 -0.075
H -14.7152 -25.9100 -8.4877 0.071
H -13.5585 -24.6955 -8.9105 0.076
H -13.6832 -25.9459 -9.8956 0.069
H -16.3452 -23.1462 -11.0323 0.119
H -13.8162 -22.4705 -9.7543 0.076
H -14.9812 -22.1804 -8.6227 0.084
H -15.1297 -21.3238 -10.0266 0.089
C -19.0775 -26.0344 -8.7918 0.019
C -18.3342 -27.3262 -8.7938 -0.593
O -17.4190 -27.4276 -9.5452 -0.006
N -18.8495 -28.3473 -8.1560 0.046
C -18.5961 -29.7283 -8.5380 -0.040
H -18.5248 -25.2025 -9.2285 0.076
H -19.3631 -25.6648 -7.8069 0.086
H -20.0423 -25.9990 -9.2976 0.091
H -19.6348 -28.1337 -7.5579 0.151
H -17.6761 -30.0324 -8.0387 0.064
H -18.2315 -29.8725 -9.5551 0.068
H -19.5271 -30.2625 -8.3483 0.100
C -20.2343 -30.6958 -11.8965 0.035
C -20.0337 -29.3213 -12.6034 -0.512
O -18.9960 -28.6458 -12.4016 -0.051
N -20.9551 -28.7914 -13.3458 0.042
C -20.9576 -27.3552 -13.8549 -0.005
H -20.6289 -30.3794 -10.9310 0.080
H -19.3206 -31.2340 -11.6442 0.059
H -20.9441 -31.3621 -12.3867 0.081
H -21.4425 -29.4110 -13.9771 0.143
H -20.3894 -26.7546 -13.1446 0.079
H -21.9420 -26.9057 -13.9850 0.085
H -20.4522 -27.2850 -14.8182 0.056
C -13.2105 -32.0593 -4.0151 0.006
C -12.7063 -30.7542 -4.5298 -0.566
O -12.0137 -30.0282 -3.7694 -0.002
N -13.0605 -30.4114 -5.7241 0.043
C -12.7896 -29.0921 -6.3639 -0.018
H -12.4891 -32.8490 -3.8052 0.095
H -13.8958 -32.4600 -4.7621 0.051
H -13.7879 -32.0301 -3.0910 0.089
H -13.5987 -31.0864 -6.2485 0.074
H -13.7300 -28.5465 -6.2860 0.050
H -12.7315 -28.9391 -7.4416 0.062
H -12.0555 -28.5277 -5.7889 0.090
C -8.7397 -32.8325 -10.7243 0.005
C -7.3715 -32.1583 -10.5729 -0.532
O -6.9068 -31.9117 -9.4103 -0.018
N -6.7273 -31.9687 -11.6850 0.020
C -5.4499 -31.2630 -11.8864 -0.044
H -9.2563 -32.9860 -9.7768 0.057
H -8.6493 -33.7690 -11.2745 0.089
H -9.5758 -32.2956 -11.1726 0.052
H -7.2109 -32.3049 -12.5055 0.141
H -4.7821 -31.9403 -12.4188 0.074
H -4.9441 -31.0479 -10.9451 0.088
H -5.3880 -30.4675 -12.6290 0.077
C -12.2045 -24.5557 -12.8832 -0.012
C -10.8204 -25.0935 -12.7038 -0.589
O -10.0542 -24.7991 -13.6130 0.043
N -10.5599 -25.9348 -11.7262 0.027
C -9.1834 -26.3620 -11.5155 -0.040
H -12.5544 -24.0730 -11.9707 0.069
H -12.9563 -25.3317 -13.0270 0.052
H -12.3910 -23.8816 -13.7192 0.089
H -11.1159 -25.8750 -10.8851 0.139
H -8.4261 -26.1423 -12.2681 0.099
H -9.3415 -27.4360 -11.4166 0.053
H -8.7969 -25.9383 -10.5886 0.092
C -16.9682 -29.2768 -4.8858 0.009
C -16.5975 -27.8741 -4.6404 -0.637
O -16.6968 -27.4367 -3.5693 0.128
N -16.0880 -27.2662 -5.7146 -0.008
C -15.5008 -26.0084 -5.6528 -0.097
H -17.5754 -29.8032 -4.1495 0.098
H -16.0124 -29.7940 -4.9697 0.076
H -17.3971 -29.4190 -5.8778 0.048
H -16.2037 -27.6322 -6.6488 0.127
H -16.1436 -25.3231 -6.2055 0.086
H -14.5059 -26.1340 -6.0799 0.075
H -15.3221 -25.5806 -4.6664 0.101

***

| no. | LUMO energy (eV) | E (eV) |
| --- | --- | --- |
| 1 | -4.477 | -233516.0317 |
| 2 | 1.882 | -130547.6543 |
| 3 | -2.284 | -99705.9628 |